DFT (the ωB97M-V functional and the def2-TZVPD basis) results for a gas-phase ion, C7H17N2O (charge +1).

Last column: natural (NBO) charge in e.
CARTESIAN COORDINATES (ANGSTROEM)
C -3.2800 -0.8568 0.1195  -0.421
N -1.9115 -0.4687 0.4881  -0.554
C -1.3892 0.6667 -0.2824  -0.236
C -0.0002 1.1049 0.1893  -0.043
C 0.4584 2.2342 -0.7442  -0.618
N 1.0286 0.0495 0.2432  -0.414
C 2.3157 0.5447 0.7153  -0.418
C 0.9370 -1.2213 -0.1595  0.723
C 2.2023 -2.0232 -0.2536  -0.708
O -0.1158 -1.8108 -0.4628  -0.655
H -3.9822 -0.0342 0.2556  0.220
H -3.2905 -1.1658 -0.9244  0.229
H -3.5974 -1.6991 0.7299  0.236
H -1.8545 -0.2948 1.4920  0.412
H -1.1841 -1.2816 0.1344  0.462
H -2.0587 1.5271 -0.1949  0.233
H -1.3513 0.3656 -1.3315  0.233
H -0.0881 1.5012 1.2111  0.206
H 0.5897 1.8586 -1.7554  0.225
H 1.3909 2.6774 -0.4145  0.233
H -0.2912 3.0195 -0.7625  0.234
H 2.1655 1.4521 1.2940  0.224
H 2.7884 -0.1871 1.3651  0.227
H 2.9905 0.7618 -0.1135  0.219
H 1.9435 -2.9931 -0.6741  0.263
H 2.6439 -2.1857 0.7265  0.247
H 2.9402 -1.5412 -0.8908  0.245

The HOMO-LUMO gap comes out at 0.4128 Eh. Its energy relative to the best compared isomer or geometry (same formula, charge and spin) is 0.27 kcal per mole. For the LUMO energy, the calculation gives -2.6 eV. The charge is +1.



DFT (the ωB97M-V functional and the def2-TZVPD basis) results for a gas-phase ion, C7H17N2O (charge +1).

Last column: natural (NBO) charge in e.
CARTESIAN COORDINATES (ANGSTROEM)
C 0.1442 -1.3589 -1.9371  -0.449
N -0.2680 -1.4682 -0.5667  -0.667
C -0.1861 -0.2976 0.2192  0.249
C -0.5476 -0.5984 1.8652  0.474
O -1.4170 0.0660 2.3283  -0.483
N -1.2825 0.7697 -0.0140  -0.589
C -2.5049 0.4608 -0.7432  -0.440
C 1.1531 0.3740 0.0328  -0.308
C 2.1725 -0.5190 0.8429  -0.593
C 1.3354 1.7344 0.7040  -0.598
H 1.1271 -1.8428 -2.2228  0.218
H -0.4637 -1.9792 -2.7106  0.229
H 0.0084 -0.3907 -2.3152  0.189
H -0.9116 -2.2548 -0.5199  0.422
H -0.0639 -1.3284 2.3613  0.167
H -0.8141 1.6572 -0.3449  0.443
H -1.6018 0.9573 0.9552  0.454
H -2.3552 0.2913 -1.7279  0.220
H -3.0589 -0.5019 -0.4582  0.244
H -3.3102 1.3308 -0.6444  0.251
H 1.5874 0.5786 -0.9322  0.258
H 1.9030 -0.7537 1.9261  0.208
H 2.1883 -1.4260 0.2779  0.225
H 3.1578 0.0338 0.8069  0.236
H 2.2233 2.2256 0.4579  0.245
H 1.3978 1.8006 1.8413  0.232
H 0.3870 2.4393 0.5182  0.164

The HOMO-LUMO gap comes out at 0.3676 Eh. Its energy relative to the best compared isomer or geometry (same formula, charge and spin) is 85.20 kcal per mole. For the LUMO energy, the calculation gives -3.5 eV. The charge is +1.



DFT (the ωB97M-V functional and the def2-TZVPD basis) results for 2 unconnected molecules or ions with the total composition C7H17N2O2.

Last column: natural (NBO) charge in e.
CARTESIAN COORDINATES (ANGSTROEM)
C 3.0840 1.0170 0.6822  0.942
C -2.0766 2.3540 -0.9686  -0.582
C 0.3285 -2.9585 0.4680  -0.641
C 0.5492 -1.0556 -1.7735  -0.434
C -1.9857 1.7738 0.5135  -0.467
C 1.1799 -1.6916 0.5366  -0.263
C -1.3706 0.3987 0.6293  -0.099
N 2.0179 1.4976 1.0355  -0.891
N 0.8632 -0.6446 -0.4012  -0.140
O 4.0457 0.5030 0.3381  -0.400
O -0.0304 0.4620 -0.0046  -0.389
H -2.7002 3.1780 -0.9981  0.223
H -0.9957 2.6807 -1.2326  0.202
H -2.5415 1.6633 -1.5667  0.207
H -0.6853 -2.9002 0.6155  0.219
H 0.3883 -3.3060 -0.5088  0.211
H 0.5384 -3.6339 1.2442  0.244
H 1.0826 -2.0224 -1.9168  0.238
H -0.5853 -1.3688 -1.8813  0.202
H 0.8793 -0.3925 -2.5167  0.230
H -3.0240 1.9780 0.7089  0.268
H -1.4704 2.5284 1.0914  0.211
H 2.2667 -1.8461 0.5001  0.241
H 1.0454 -1.3069 1.5543  0.223
H -1.4703 0.1523 1.6580  0.224
H -1.9742 -0.3729 -0.0262  0.223
H 0.6406 0.9580 0.5917  0.542
H 2.0004 2.3552 1.6279  0.458

The HOMO-LUMO gap comes out at 0.4071 Eh. Its energy relative to the best compared isomer or geometry (same formula, charge and spin) is 77.86 kcal per mole. For the LUMO energy, the calculation gives -2.7 eV. The charge is +1.



DFT (the ωB97M-V functional and the def2-TZVPD basis) results for 2 unconnected molecules or ions with the total composition C7H17N3.

Last column: natural (NBO) charge in e.
CARTESIAN COORDINATES (ANGSTROEM)
C -0.1756 -0.4513 0.2825  0.318
C -1.7717 1.2303 1.0469  -0.603
C -1.9819 0.5443 -1.4115  -0.594
C -2.5755 -1.1590 0.3020  -0.617
C 2.9192 -0.3778 -1.1732  -0.412
C 1.4587 1.0329 0.2215  -0.182
C -1.5833 0.0299 0.0054  -0.193
N 0.4147 -1.5106 0.5684  -0.717
N 3.2762 -0.1787 1.1919  -0.643
N 2.6223 0.3221 0.0595  -0.297
H -1.5273 0.9224 2.0810  0.223
H -1.2499 2.2478 0.6750  0.226
H -2.9278 1.5083 0.9765  0.204
H -1.8000 -0.3201 -2.2965  0.203
H -1.2741 1.2557 -1.9033  0.220
H -2.9894 0.8076 -1.4647  0.213
H -2.2799 -1.4888 1.3312  0.205
H -3.5732 -0.7784 0.3033  0.214
H -2.3821 -2.1027 -0.3996  0.217
H 3.9610 -0.4166 -1.4864  0.207
H 2.5125 -1.4004 -1.1772  0.196
H 2.4317 0.2087 -2.0452  0.197
H 1.4433 1.5033 1.1608  0.186
H 1.1191 1.5204 -0.7518  0.207
H -0.1637 -2.3109 0.6451  0.324
H 2.9528 0.4534 1.9078  0.347
H 3.1437 -1.0917 1.3504  0.352

The HOMO-LUMO gap comes out at 0.2646 Eh. Its energy relative to the best compared isomer or geometry (same formula, charge and spin) is 136.43 kcal per mole. For the LUMO energy, the calculation gives 0.8 eV. The charge is 0.



DFT (the ωB97M-V functional and the def2-TZVPD basis) results for 2 unconnected molecules or ions with the total composition C7H17NO.

Last column: natural (NBO) charge in e.
CARTESIAN COORDINATES (ANGSTROEM)
C -3.3623 0.9032 0.2398  -0.763
C -2.9556 -0.4974 -0.0517  0.689
N -3.9231 -1.5311 0.0270  -0.857
O -1.8238 -0.7028 -0.3288  -0.584
H -2.3054 1.2765 0.3217  0.257
H -4.0712 1.2242 1.0753  0.241
H -3.6539 1.5462 -0.6463  0.248
H -3.7472 -2.4029 -0.5560  0.389
H -4.9209 -1.4408 -0.1965  0.387
C 1.0554 2.5022 -0.2501  -0.627
C 0.8538 1.0617 0.4294  -0.460
C 1.8771 0.1559 -0.2341  -0.371
C 1.9618 -1.2022 0.4354  -0.426
C 3.0983 -2.0069 -0.1011  -0.589
H 1.9787 3.0154 0.1975  0.208
H 1.4851 2.1196 -1.3920  0.217
H 0.0331 3.1439 -0.1025  0.218
H -0.1251 0.5638 0.1972  0.237
H 0.8082 1.0366 1.5428  0.200
H 1.3880 -0.1630 -1.3738  0.186
H 2.9425 0.6818 -0.4520  0.200
H 0.9475 -1.6303 0.4588  0.216
H 2.3391 -1.0548 1.4572  0.185
H 3.9734 -1.5416 0.2531  0.199
H 3.1054 -3.1214 0.2853  0.206
H 3.0413 -1.9359 -1.2356  0.196

The HOMO-LUMO gap comes out at 0.3965 Eh. Its energy relative to the best compared isomer or geometry (same formula, charge and spin) is 74.93 kcal per mole. For the LUMO energy, the calculation gives 0.8 eV. The charge is 0.



DFT (the ωB97M-V functional and the def2-TZVPD basis) results for a molecular structure, C7H17NO.

Last column: natural (NBO) charge in e.
CARTESIAN COORDINATES (ANGSTROEM)
C 0.2372 -1.0857 -0.7458  -0.255
C -2.1049 -0.5520 0.7191  -0.709
C -0.6688 -2.1381 -1.3508  -0.625
C 1.5841 -1.6697 -0.3589  -0.629
C -0.6028 -0.4323 0.7985  0.472
O -0.0444 -0.6547 1.8674  -0.653
H 0.3771 -0.2774 -1.4696  0.188
H -2.5091 -0.0555 -0.1629  0.214
H -2.3963 -1.6020 0.7174  0.245
H -2.5674 -0.1409 1.6174  0.232
H -0.9063 -2.8987 -0.6047  0.208
H 2.0294 -2.2333 -1.1830  0.209
H -0.1836 -2.6157 -2.2076  0.211
H -1.5871 -1.7116 -1.7538  0.208
H 1.4513 -2.3485 0.4870  0.224
H 2.3092 -0.8995 -0.0919  0.209
C 0.0845 1.9281 0.5756  -0.098
C 0.6947 2.5249 -0.6764  -0.633
N 0.8089 2.2437 1.7505  -0.816
H 1.8023 2.0522 1.6664  0.365
H 0.4226 1.7521 2.5531  0.387
H -0.9613 2.2177 0.6866  0.188
H 0.1696 0.5632 0.1450  0.226
H 0.7049 3.6158 -0.6225  0.218
H 0.1267 2.2207 -1.5560  0.213
H 1.7295 2.1970 -0.7998  0.203

The HOMO-LUMO gap comes out at 0.3246 Eh. Its energy relative to the best compared isomer or geometry (same formula, charge and spin) is 86.09 kcal per mole. For the LUMO energy, the calculation gives 0.9 eV. The charge is 0.